The following is a quantum chemistry calculation of 7 unconnected molecules or ions with the total composition C28H69N5O14 in a non-equilibrium geometry, from OMol25.

Structure (XYZ):
```
116
Properties=species:S:1:pos:R:3:forces:R:3
O -0.139 1.794 0.399 0.8154 -2.0322 0.9353
C 0.041 0.935 1.424 1.1940 0.1497 -2.4238
O -0.560 1.152 2.478 -0.7007 -0.2253 1.8607
O 0.791 -0.049 1.381 -0.1418 0.2277 0.0129
H -0.773 2.364 0.839 -1.3326 2.3680 -0.1782
O -2.431 5.778 0.490 0.0339 -0.0277 -0.4953
C -2.391 4.901 1.518 -1.4734 -1.1391 4.6858
O -3.050 5.020 2.555 -1.3610 2.2200 -0.4150
O -1.637 3.920 1.457 2.6241 -1.9862 -2.8386
H -1.892 5.209 -0.065 0.4361 0.5127 -1.1424
C -5.659 -0.983 -0.836 0.8120 0.8994 -0.2341
O -4.518 -1.392 -0.057 -0.9668 0.2285 -0.5526
C -3.347 -1.433 -0.867 0.5684 -0.5672 0.5830
C -2.086 -1.494 0.033 -0.7230 0.8697 0.8854
N -2.156 -2.511 1.114 0.8253 -0.7497 -2.4893
C -1.835 -3.871 0.566 0.0043 0.6385 1.8994
C -0.385 -4.003 0.095 0.3325 1.1147 0.5545
O 0.609 -3.408 1.016 0.1221 -0.7732 -1.8210
C 1.953 -3.540 0.443 -0.9926 -0.8370 0.1000
H -5.790 -1.565 -1.748 -0.0951 -0.5603 0.1628
H -5.496 0.030 -1.204 0.3403 0.3140 -0.0943
H -6.596 -0.859 -0.293 0.3094 -0.7975 0.5332
H -3.345 -0.629 -1.603 0.1856 0.4356 0.2284
H -3.333 -2.346 -1.463 -0.2999 -0.3769 -0.1841
H -1.914 -0.568 0.582 -0.4631 0.3708 -0.2381
H -1.201 -1.557 -0.600 0.0256 -0.5338 0.0715
H -3.099 -2.482 1.475 -0.1256 -0.1738 0.0728
H -2.463 -4.261 -0.236 -0.1971 0.3624 -0.5649
H -2.088 -4.536 1.392 0.4861 -0.2744 0.1675
H -0.336 -3.509 -0.875 0.3198 0.4648 -0.1076
H -0.223 -5.044 -0.185 0.4624 -0.3997 0.5779
H 2.197 -4.602 0.463 0.2200 -0.2659 0.0463
H 2.754 -3.006 0.954 -0.7326 0.3090 0.5645
H 2.032 -3.257 -0.606 -0.4850 0.3296 -0.2034
C 3.746 -0.656 3.456 -1.4876 2.4028 -1.2053
O 2.972 -1.776 3.223 0.1528 -1.1932 0.0904
C 3.513 -2.934 3.800 0.8532 0.3069 -0.4644
C 3.299 -2.969 5.303 -0.6328 -1.5129 -1.1971
N 1.869 -3.349 5.498 0.9555 0.9280 1.0257
C 1.596 -3.151 6.923 -0.9708 0.6651 -0.6727
C 0.118 -3.383 7.258 0.6265 -0.2048 -0.4341
O -0.749 -2.559 6.480 0.0769 -0.6922 0.8348
C -2.108 -2.776 6.848 0.1242 0.8408 0.4247
H 3.633 -0.185 4.432 0.3354 -0.5021 0.5229
H 3.203 0.044 2.821 0.2191 0.5573 -0.0547
H 4.761 -0.584 3.064 0.3745 -0.8937 0.2369
H 4.555 -2.970 3.484 0.6898 0.0911 0.5458
H 3.139 -3.807 3.267 -0.8051 -0.0537 0.3863
H 3.612 -2.052 5.803 -0.4317 0.0941 -0.1443
H 3.902 -3.783 5.704 0.5479 -0.0279 0.2790
H 1.885 -4.353 5.392 -0.3332 -0.2424 -0.4688
H 1.831 -2.115 7.170 0.0501 0.0955 -0.0109
H 2.284 -3.790 7.475 -0.2618 -0.1796 0.7949
H -0.015 -3.217 8.327 -0.1988 0.2046 0.2284
H -0.088 -4.439 7.086 -0.3160 -0.3095 -0.1610
H -2.625 -1.818 6.798 -0.0233 0.0043 -0.5140
H -2.209 -3.034 7.903 0.2133 -0.3533 0.2085
H -2.640 -3.523 6.258 0.2596 -0.0905 -0.2530
C -3.027 -3.604 -7.907 -0.5159 -0.2097 0.2726
O -3.358 -2.548 -6.989 0.8887 -0.3981 -0.9082
C -3.400 -1.291 -7.653 -1.4673 1.3775 1.7984
C -3.949 -0.158 -6.631 0.6407 -1.4522 -0.6487
N -2.903 0.262 -5.736 0.3928 -1.0643 -0.0196
C -3.258 1.365 -4.909 1.0385 0.8427 1.2462
C -2.263 1.519 -3.742 -1.9239 -0.3486 -0.2741
O -2.769 2.609 -2.982 1.7457 -0.1534 -0.9831
C -1.917 2.736 -1.872 -1.0161 0.8764 1.7360
H -1.991 -3.717 -8.227 0.4202 0.6257 0.4246
H -3.585 -3.542 -8.842 -0.3783 0.3117 -0.0699
H -3.299 -4.562 -7.462 -0.0818 0.1803 0.3089
H -4.099 -1.425 -8.479 0.0683 0.4660 -0.3390
H -2.433 -0.910 -7.982 0.2930 -0.4143 -0.2891
H -4.743 -0.589 -6.020 -0.1760 -0.1037 -0.1693
H -4.327 0.746 -7.108 -0.4319 -0.1898 -0.8771
H -2.076 0.483 -6.273 0.1576 0.0742 0.0471
H -4.240 1.303 -4.439 -0.1351 -0.4864 -0.2605
H -3.236 2.323 -5.428 -0.1986 0.3098 -0.3446
H -1.230 1.591 -4.083 0.1675 0.5836 -0.0372
H -2.303 0.643 -3.095 0.0521 -0.4211 -0.0886
H -0.845 2.591 -2.002 -0.1281 -0.1495 -0.5422
H -2.296 2.074 -1.093 0.3701 -0.4090 0.1424
H -2.073 3.720 -1.429 0.0682 0.1266 -0.2351
C 1.368 0.724 -2.640 0.3345 0.5930 0.0094
C 2.861 0.421 -2.299 -1.5089 0.2476 0.0669
C 3.857 1.457 -2.898 -0.7002 -0.6523 -0.0919
O 3.590 1.547 -4.288 0.2653 0.5514 -0.8082
C 4.495 2.458 -4.973 -0.9398 -1.4640 0.8415
N 2.960 0.324 -0.848 0.8131 0.3386 0.3904
H 0.703 0.021 -2.138 0.1704 -0.5234 -0.2458
H 1.131 0.799 -3.702 0.1064 -0.1858 -0.0321
H 1.046 1.650 -2.165 0.3420 0.3942 -0.0906
H 3.037 -0.587 -2.675 0.5170 0.0911 -0.3292
H 4.899 1.186 -2.726 0.1562 -0.3919 0.0941
H 3.738 2.438 -2.439 -0.3219 0.2201 0.2674
H 4.444 3.412 -4.448 0.4963 0.1660 -0.1738
H 4.193 2.558 -6.016 -0.3258 0.0188 0.1813
H 5.461 1.953 -4.977 0.4535 0.5764 0.1763
H 2.758 1.217 -0.422 0.2726 0.5681 -0.0206
H 2.196 -0.210 -0.460 -0.0605 -0.6148 -0.1572
C 2.995 3.009 3.361 -0.0264 1.7182 -0.5209
C 2.198 4.354 3.240 0.6194 -0.2857 -0.8176
C 1.619 4.470 1.769 -0.2932 -1.4099 1.4038
O 2.659 4.443 0.821 0.4160 0.7427 -1.3173
C 2.136 4.459 -0.533 0.1697 -0.3726 1.1392
N 1.191 4.373 4.283 -0.3568 -0.3043 0.0126
H 2.296 2.192 3.180 0.3172 -0.1594 -0.0174
H 3.533 2.909 4.304 -0.4814 -0.0201 0.4082
H 3.813 3.100 2.647 -0.2511 -0.5746 -0.4515
H 2.869 5.197 3.401 0.5317 0.0914 -0.3053
H 0.916 5.289 1.624 0.1508 0.3790 0.1298
H 1.038 3.561 1.612 -0.3887 0.0216 0.1653
H 1.642 3.508 -0.735 -0.2506 -0.1045 0.0097
H 2.940 4.558 -1.263 0.2262 0.1910 0.3423
H 1.411 5.262 -0.660 -0.0260 0.1349 -0.0127
H 1.637 4.007 5.112 -0.1625 -0.1111 0.1810
H 0.875 5.301 4.525 -0.1597 0.1258 -0.2744
```
Positions in Å, forces in eV/Å.

Properties
Charge ... -1
Multiplicity ... 2
HOMO-LUMO gap (alpha / beta) ... 6.6 / 4.4 eV


The following is a quantum chemistry calculation of a molecular structure, C28H6AgF15GeNO2S in a non-equilibrium geometry, from OMol25.

Structure (XYZ):
```
55
Properties=species:S:1:pos:R:3:forces:R:3
Ag 1.565 1.072 -2.176 0.6032 -0.0096 0.0272
O 4.569 3.966 -2.528 0.6038 1.8689 -0.9065
C 3.895 2.966 -2.483 -1.1862 -1.8495 0.1958
O 2.972 2.528 -3.238 0.4370 0.3279 0.4858
C 4.292 2.085 -1.278 0.1081 -1.4227 0.8238
C 5.459 2.494 -0.587 1.0948 -1.1093 1.3135
C 5.921 1.792 0.540 -0.2138 1.6454 -1.6542
C 5.224 0.668 0.955 -2.0457 -1.1880 -0.4802
C 5.572 -0.075 2.104 0.3115 -2.3092 -0.2299
C 5.127 -1.408 2.287 -0.3576 1.5267 -0.1653
C 4.173 -1.905 1.389 -1.3364 1.0392 -1.7452
C 3.577 -1.097 0.393 1.8225 0.7896 0.9965
C 4.098 0.220 0.115 0.8080 -0.4531 0.8724
N 3.646 0.952 -0.958 0.5769 0.9067 0.3567
H 6.058 3.281 -1.025 -0.3249 0.1462 0.2013
H 6.847 2.088 1.046 -0.4197 -0.0297 -0.1473
H 6.398 0.292 2.689 0.0132 0.1837 0.3843
H 5.359 -2.056 3.139 0.4697 0.5502 -0.3085
H 3.834 -2.932 1.385 0.0241 -0.0624 0.4987
H 2.778 -1.447 -0.218 -0.4436 -0.3635 -0.4050
F 0.874 0.284 1.331 0.1264 0.5636 -0.9660
C -0.107 1.177 1.517 -0.2655 0.0449 0.8446
C -1.373 0.977 1.024 -0.9120 -1.5754 -0.8026
C -2.424 1.454 1.780 0.4103 0.4285 -1.3660
F -3.680 1.149 1.421 -0.0503 0.0939 0.1608
C -2.236 2.347 2.799 -0.8120 0.5161 0.6912
F -3.347 2.834 3.381 0.4897 0.0792 0.3679
C -0.960 2.713 3.194 0.4425 -0.5567 0.5284
F -0.768 3.340 4.391 -0.0458 -0.1299 -1.4396
C 0.112 2.133 2.492 -0.1378 -0.0188 0.5915
F 1.366 2.302 2.882 0.3264 0.2865 0.6086
Ge -1.749 -0.105 -0.651 2.1277 0.5707 -1.5881
S -0.589 0.358 -2.558 -0.9268 -0.4686 1.5339
C -1.764 -2.053 -0.149 -0.9040 0.9121 -0.4336
C -0.785 -2.885 -0.652 1.6738 0.0663 -0.7989
F 0.420 -2.401 -1.105 -1.3879 -0.2117 0.6219
C -0.909 -4.257 -0.766 0.4577 -0.3955 1.1661
F 0.146 -5.008 -1.169 -1.0431 0.3947 0.1570
C -2.050 -4.826 -0.194 -0.5735 -0.8949 -1.4446
F -2.274 -6.157 -0.249 0.4852 0.5467 0.1981
C -3.113 -4.033 0.186 -1.1202 0.9984 1.5543
F -4.276 -4.608 0.654 1.3465 0.5016 -0.6800
C -2.959 -2.629 0.271 0.9358 -1.7605 -0.6164
F -3.982 -1.901 0.702 -0.1034 0.2177 0.0315
C -3.430 0.373 -1.517 -0.5516 0.0416 -0.2484
C -4.098 1.582 -1.292 -0.5593 -0.0268 -0.1509
F -3.479 2.735 -0.996 0.3197 -0.5998 0.7776
C -5.459 1.653 -1.448 -0.2786 -0.6450 -1.3607
F -6.157 2.768 -1.211 0.0906 -0.1025 0.1553
C -6.098 0.596 -2.127 -0.3899 0.3730 -0.2274
F -7.421 0.702 -2.323 0.0612 -0.0894 -0.0398
C -5.406 -0.460 -2.708 0.5666 0.6052 1.5612
F -6.021 -1.484 -3.269 -0.3548 -0.1640 -0.6274
C -4.057 -0.531 -2.372 1.3595 -0.9584 0.3300
F -3.311 -1.621 -2.821 -1.3481 1.1693 0.7964
```
Positions in Å, forces in eV/Å.

Properties
Energy relative to the best compared isomer or geometry (same formula, charge and spin) ... 79.0 kJ/mol
Charge ... -1
HOMO-LUMO gap ... 7.3 eV


Short version: M = 699.88 885.88 g mol⁻¹, in the order given.
Short version: E = -66263.038 -146830.668 eV, in the order given.